# 1
Computed, not measured: a 7-piece molecular cluster, C40H37F6N overall at a distorted geometry, with the ωB97M-V functional and the def2-TZVPD basis.

Last column: Mulliken charge in e.
Cartesian coordinates (Å):
F (-0.06, 2.11, -5.10)  -0.298
C (-1.41, 2.15, -5.12)  0.234
C (-2.02, 3.01, -6.03)  -0.483
C (-3.40, 3.07, -6.05)  -0.310
C (-4.16, 2.32, -5.15)  -0.599
C (-3.52, 1.46, -4.27)  -0.221
C (-2.14, 1.43, -4.19)  -0.169
H (-1.38, 3.59, -6.68)  0.419
H (-3.86, 3.69, -6.81)  0.352
H (-5.24, 2.30, -5.23)  0.371
H (-4.15, 0.88, -3.60)  0.375
H (-1.62, 0.79, -3.49)  0.318
F (-1.04, -1.66, 6.93)  -0.309
C (-0.05, -0.88, 6.51)  0.278
C (-0.24, -0.16, 5.35)  -0.522
C (0.69, 0.79, 4.94)  0.072
C (1.81, 0.97, 5.71)  -0.574
C (2.07, 0.19, 6.83)  -0.542
C (1.12, -0.76, 7.23)  -0.499
H (-1.12, -0.30, 4.73)  0.479
H (0.48, 1.37, 4.05)  0.374
H (2.52, 1.73, 5.41)  0.427
H (2.91, 0.44, 7.47)  0.427
H (1.35, -1.31, 8.14)  0.411
F (2.43, -0.64, -6.16)  -0.299
C (2.35, -1.88, -5.65)  0.046
C (2.92, -2.94, -6.32)  -0.414
C (2.81, -4.21, -5.76)  -0.378
C (2.22, -4.39, -4.51)  -0.612
C (1.67, -3.32, -3.83)  -0.382
C (1.68, -2.07, -4.47)  -0.108
H (3.37, -2.84, -7.30)  0.407
H (3.15, -5.04, -6.36)  0.360
H (2.13, -5.38, -4.09)  0.351
H (1.12, -3.48, -2.91)  0.531
H (1.21, -1.24, -3.95)  0.486
F (3.93, -1.85, 2.40)  -0.378
C (4.67, -0.75, 2.59)  0.198
C (4.75, -0.24, 3.88)  -0.291
C (5.43, 0.94, 4.12)  -0.502
C (6.05, 1.58, 3.05)  -0.490
C (6.01, 1.03, 1.77)  -0.481
C (5.32, -0.15, 1.53)  -0.241
H (4.20, -0.73, 4.67)  0.462
H (5.58, 1.39, 5.10)  0.452
H (6.66, 2.46, 3.17)  0.401
H (6.60, 1.51, 1.01)  0.393
H (5.31, -0.60, 0.54)  0.496
F (-3.77, 1.45, 2.47)  -0.256
C (-3.65, 2.33, 3.48)  0.142
C (-2.42, 2.90, 3.77)  0.075
C (-2.27, 3.77, 4.83)  -0.464
C (-3.40, 4.10, 5.58)  -0.455
C (-4.65, 3.57, 5.26)  -0.497
C (-4.78, 2.64, 4.24)  -0.383
H (-1.59, 2.55, 3.16)  0.251
H (-1.30, 4.19, 5.09)  0.398
H (-3.25, 4.77, 6.41)  0.367
H (-5.46, 3.89, 5.90)  0.347
H (-5.70, 2.21, 3.87)  0.411
F (0.88, -1.38, -1.18)  -0.178
C (0.65, -0.38, -0.29)  0.492
C (-0.56, 0.28, -0.28)  -0.362
C (-0.72, 1.39, 0.56)  -0.622
C (0.31, 1.77, 1.40)  -1.256
C (1.50, 1.05, 1.41)  -0.134
C (1.70, 0.01, 0.52)  -0.514
H (-1.37, -0.15, -0.85)  0.473
H (-1.69, 1.87, 0.58)  0.441
H (0.19, 2.67, 2.00)  0.863
H (2.33, 1.28, 2.06)  0.469
H (2.69, -0.44, 0.45)  0.374
C (-2.13, -2.43, -2.93)  -0.007
C (-3.13, -2.66, -4.06)  -0.295
C (-3.41, -4.19, -4.20)  -0.739
C (-2.23, -5.04, -4.06)  0.309
N (-1.33, -5.74, -3.95)  -0.424
H (-1.16, -2.88, -3.12)  0.027
H (-2.55, -2.92, -2.05)  0.394
H (-1.94, -1.39, -2.70)  -0.519
H (-2.78, -2.33, -5.04)  0.314
H (-4.11, -2.22, -3.90)  0.257
H (-3.93, -4.47, -5.12)  0.393
H (-4.09, -4.47, -3.39)  0.288

E_HOMO = -8.93 eV
Energy = -59874.0780 eV
Frontier orbital gap = 0.3501 Eh
Energy relative to the best compared isomer or geometry (same formula, charge and spin) = 17.4 kcal per mole
Charge = 0


# 2
Computed, not measured: C40H37MnN7O2S2Si as an isolated structure at a distorted geometry, with the ωB97M-V functional and the def2-TZVPD basis.

Last column: Mulliken charge in e.
Cartesian coordinates (Å):
Mn (-0.55, -0.57, -0.65)  0.969
C (1.31, 0.11, -1.21)  -0.026
Si (2.32, -1.40, -1.29)  -0.975
C (1.10, -2.73, -1.96)  -0.838
N (-0.24, -2.41, -1.43)  1.817
C (-1.30, -2.67, -2.41)  -0.979
C (-1.49, -4.16, -2.72)  -0.923
C (-1.42, -5.03, -1.47)  -0.970
C (-1.56, -4.20, -0.20)  -1.217
C (-0.51, -3.08, -0.14)  0.009
C (3.80, -1.14, -2.45)  0.740
C (5.12, -1.06, -1.97)  -0.236
C (6.19, -0.87, -2.85)  -0.657
C (5.95, -0.74, -4.22)  -0.457
C (4.65, -0.80, -4.71)  -0.746
C (3.58, -1.00, -3.83)  -0.490
C (3.01, -1.97, 0.38)  0.865
C (2.87, -1.19, 1.54)  -0.575
C (3.38, -1.64, 2.76)  -0.430
C (4.02, -2.87, 2.85)  -0.633
C (4.17, -3.65, 1.71)  -0.737
C (3.67, -3.21, 0.49)  -0.124
H (1.07, 0.64, -2.16)  0.667
H (1.63, 1.15, -0.59)  0.203
H (1.43, -3.75, -1.73)  0.401
H (1.12, -2.62, -3.05)  0.604
H (-1.11, -2.12, -3.34)  0.226
H (-2.24, -2.25, -2.03)  0.495
H (-0.74, -4.50, -3.44)  0.301
H (-2.46, -4.29, -3.21)  0.501
H (-0.45, -5.56, -1.45)  0.296
H (-2.19, -5.81, -1.51)  0.505
H (-1.47, -4.85, 0.68)  0.549
H (-2.57, -3.77, -0.17)  0.360
H (0.40, -3.50, 0.30)  1.025
H (-0.86, -2.33, 0.57)  -1.322
H (5.34, -1.15, -0.91)  0.298
H (7.20, -0.81, -2.47)  0.391
H (6.79, -0.58, -4.90)  0.372
H (4.47, -0.69, -5.77)  0.401
H (2.58, -1.03, -4.25)  0.241
H (2.37, -0.23, 1.51)  0.339
H (3.26, -1.02, 3.65)  0.447
H (4.41, -3.21, 3.80)  0.380
H (4.67, -4.62, 1.78)  0.400
H (3.80, -3.85, -0.39)  0.409
S (0.07, -1.38, 1.48)  -0.480
C (-1.19, -2.05, 2.41)  0.468
C (-1.00, -2.57, 3.68)  -0.949
C (-2.09, -3.10, 4.38)  -0.656
C (-3.36, -3.10, 3.79)  -0.611
C (-3.55, -2.57, 2.51)  -0.693
C (-2.45, -2.05, 1.83)  1.193
S (-2.57, -1.38, 0.26)  -0.682
H (-0.01, -2.56, 4.13)  0.543
H (-1.95, -3.50, 5.37)  0.409
H (-4.21, -3.50, 4.33)  0.395
H (-4.52, -2.56, 2.05)  0.512
O (0.47, 0.26, 0.27)  -0.730
O (-1.27, 0.01, -2.31)  -0.052
N (-1.13, 0.90, -3.35)  -1.051
C (-2.03, 0.86, -4.28)  0.874
C (-1.83, 1.81, -5.35)  0.052
N (-1.72, 2.56, -6.24)  -0.486
C (-3.16, -0.04, -4.29)  0.001
N (-4.10, -0.72, -4.41)  -0.505
N (-1.95, 6.24, 1.15)  0.020
C (-2.16, 7.26, 2.05)  0.757
C (-2.44, 8.61, 1.88)  -1.019
C (-2.58, 9.37, 3.05)  -0.373
C (-2.45, 8.79, 4.31)  -0.522
C (-2.16, 7.42, 4.45)  -0.646
C (-2.01, 6.65, 3.29)  0.400
N (-1.74, 5.32, 3.15)  -0.676
C (-1.70, 5.07, 1.85)  -0.018
C (-1.44, 3.77, 1.23)  1.205
C (-1.41, 3.57, -0.15)  -1.298
C (-1.15, 2.30, -0.64)  -0.516
N (-0.92, 1.23, 0.14)  1.068
C (-0.95, 1.43, 1.48)  -0.206
C (-1.20, 2.67, 2.06)  -1.421
H (-1.98, 6.33, 0.15)  0.156
H (-2.55, 9.07, 0.90)  0.373
H (-2.81, 10.43, 2.97)  0.377
H (-2.56, 9.40, 5.21)  0.369
H (-2.05, 6.97, 5.42)  0.422
H (-1.59, 4.37, -0.86)  0.352
H (-1.12, 2.10, -1.71)  0.642
H (-0.76, 0.56, 2.09)  0.571
H (-1.20, 2.77, 3.14)  0.554

E_HOMO (spin up / spin down) = -6.96 / -6.85 eV
Energy = -117461.1436 eV
Spin multiplicity = 2
Frontier orbital gap (spin up / spin down) = 0.2107 / 0.1987 Eh
Charge = 0


# 3
Computed, not measured: C40H37N4O4P2SSn as an isolated structure, with the ωB97M-V functional and the def2-TZVPD basis.

Last column: Mulliken charge in e.
Cartesian coordinates (Å):
Sn (-0.52, -1.09, -0.92)  0.996
O (0.64, -1.04, 0.97)  0.282
P (2.03, -0.74, 1.56)  1.798
C (3.37, -0.95, 0.34)  -1.848
P (2.91, -1.71, -1.26)  1.282
O (1.53, -1.23, -1.68)  -0.307
C (2.96, -3.48, -1.06)  0.419
C (1.99, -4.23, -1.73)  -0.592
C (2.01, -5.62, -1.64)  -0.853
C (3.00, -6.25, -0.90)  -0.626
C (3.97, -5.51, -0.24)  -0.801
C (3.96, -4.13, -0.32)  -0.179
C (4.13, -1.16, -2.43)  0.441
C (4.10, 0.17, -2.85)  -0.278
C (5.07, 0.63, -3.73)  -0.838
C (6.07, -0.22, -4.17)  -0.583
C (6.10, -1.54, -3.76)  -0.780
C (5.13, -2.02, -2.88)  -0.422
C (2.18, 0.87, 2.28)  0.161
C (3.40, 1.54, 2.36)  -0.488
C (3.48, 2.75, 3.04)  -0.864
C (2.34, 3.29, 3.63)  -0.537
C (1.13, 2.62, 3.55)  -0.838
C (1.04, 1.41, 2.88)  -0.143
C (2.30, -1.98, 2.83)  0.632
C (2.13, -3.33, 2.49)  -0.445
C (2.33, -4.31, 3.45)  -0.989
C (2.70, -3.96, 4.74)  -0.723
C (2.87, -2.62, 5.08)  -0.760
C (2.67, -1.63, 4.13)  -0.580
H (4.15, -1.56, 0.80)  0.781
H (3.82, 0.01, 0.11)  0.871
H (1.23, -3.74, -2.32)  0.429
H (1.26, -6.20, -2.16)  0.467
H (3.02, -7.33, -0.84)  0.467
H (4.75, -6.01, 0.32)  0.509
H (4.74, -3.57, 0.18)  0.454
H (3.32, 0.83, -2.50)  0.341
H (5.05, 1.66, -4.06)  0.458
H (6.82, 0.14, -4.86)  0.426
H (6.88, -2.21, -4.11)  0.449
H (5.15, -3.06, -2.57)  0.361
H (4.31, 1.13, 1.93)  0.503
H (4.42, 3.27, 3.11)  0.464
H (2.40, 4.23, 4.16)  0.445
H (0.24, 3.04, 4.01)  0.523
H (0.09, 0.90, 2.82)  0.152
H (1.84, -3.61, 1.48)  0.230
H (2.21, -5.36, 3.18)  0.475
H (2.86, -4.73, 5.49)  0.452
H (3.16, -2.35, 6.09)  0.489
H (2.80, -0.59, 4.39)  0.468
O (-2.07, 1.89, 2.20)  -0.660
S (-2.44, 0.83, 1.31)  1.330
O (-2.14, -0.54, 1.70)  -0.839
N (-1.56, 0.95, -0.14)  0.142
C (-1.53, 2.06, -0.85)  0.498
C (-2.16, 3.30, -0.53)  -0.659
C (-2.11, 4.36, -1.40)  -1.152
C (-1.45, 4.26, -2.62)  -0.765
C (-0.79, 3.06, -3.00)  0.962
C (-0.13, 2.90, -4.23)  -0.562
C (0.48, 1.70, -4.51)  -1.053
C (0.42, 0.68, -3.56)  -0.451
N (-0.21, 0.80, -2.40)  0.288
C (-0.82, 1.97, -2.12)  0.167
C (-4.11, 0.99, 0.84)  0.223
C (-4.64, 0.10, -0.10)  -0.537
C (-5.98, 0.22, -0.44)  -0.784
C (-6.76, 1.21, 0.14)  -0.463
C (-6.22, 2.09, 1.08)  -0.848
C (-4.88, 1.98, 1.43)  -0.037
H (-2.67, 3.40, 0.42)  0.573
H (-2.60, 5.29, -1.14)  0.461
H (-1.43, 5.10, -3.30)  0.480
H (-0.10, 3.72, -4.93)  0.502
H (0.99, 1.54, -5.44)  0.492
H (0.91, -0.28, -3.75)  0.708
H (-4.03, -0.68, -0.53)  0.364
H (-6.41, -0.45, -1.17)  0.445
H (-7.80, 1.30, -0.13)  0.435
H (-6.84, 2.84, 1.54)  0.446
H (-4.44, 2.65, 2.16)  0.537
N (-0.61, -3.09, 4.33)  -0.208
N (-1.28, -2.48, 3.39)  0.058
H (-1.13, -3.55, 5.07)  0.256
H (0.36, -3.33, 4.15)  0.290
H (-0.80, -1.97, 2.65)  0.309
H (-2.25, -2.24, 3.57)  0.302

E_HOMO (spin up / spin down) = -16.21 / -16.01 eV
Energy = -91454.3549 eV
Frontier orbital gap (spin up / spin down) = 0.2306 / 0.2677 Eh
Energy relative to the best compared isomer or geometry (same formula, charge and spin) = 0.0 kcal per mole
Charge = +3


# 4
Computed, not measured: C40H38AsGeO6PPdS as an isolated structure at a distorted geometry, with the ωB97M-V functional and the def2-TZVPD basis.

Last column: Mulliken charge in e.
Cartesian coordinates (Å):
Pd (0.29, -0.41, -2.05)  -0.119
C (-0.07, -1.44, 2.46)  -1.521
C (1.18, -1.03, 3.22)  -0.244
As (0.81, -0.68, 5.12)  0.218
C (-0.30, 0.91, 4.81)  -0.100
C (0.21, 2.10, 4.29)  0.186
C (-0.64, 3.16, 4.00)  -0.584
C (-2.01, 3.04, 4.21)  -0.313
C (-2.53, 1.85, 4.72)  -0.624
C (-1.67, 0.79, 5.01)  -0.282
C (2.47, 0.25, 5.57)  -0.101
C (2.52, 1.02, 6.73)  -0.264
C (3.68, 1.69, 7.09)  -0.571
C (4.82, 1.59, 6.30)  -0.369
C (4.79, 0.81, 5.15)  -0.733
C (3.62, 0.14, 4.79)  0.045
P (-0.02, -1.32, 0.55)  -0.178
C (0.23, 0.51, 0.50)  1.980
C (1.41, 1.22, 0.73)  -0.695
C (1.39, 2.61, 0.83)  -1.171
C (0.20, 3.30, 0.73)  -0.533
C (-0.99, 2.60, 0.52)  -0.751
C (-0.97, 1.23, 0.40)  -1.150
C (1.63, -2.14, 0.38)  1.095
C (1.75, -3.41, 0.96)  -0.611
C (2.91, -4.16, 0.84)  -0.640
C (3.99, -3.66, 0.10)  -0.485
C (3.87, -2.43, -0.51)  -1.121
C (2.70, -1.68, -0.37)  0.230
H (-0.91, -0.79, 2.72)  0.651
H (-0.37, -2.46, 2.72)  0.528
H (1.60, -0.11, 2.80)  -0.081
H (1.94, -1.81, 3.15)  0.715
H (1.27, 2.20, 4.10)  0.261
H (-0.24, 4.07, 3.57)  0.310
H (-2.67, 3.86, 3.96)  0.384
H (-3.59, 1.74, 4.87)  0.375
H (-2.08, -0.14, 5.40)  0.335
H (1.63, 1.11, 7.34)  0.340
H (3.69, 2.29, 7.99)  0.356
H (5.72, 2.12, 6.58)  0.355
H (5.67, 0.73, 4.53)  0.385
H (3.61, -0.45, 3.88)  0.384
H (2.35, 0.71, 0.82)  0.518
H (2.32, 3.14, 0.96)  0.386
H (0.19, 4.39, 0.78)  0.422
H (-1.93, 3.14, 0.41)  0.398
H (-1.89, 0.69, 0.19)  0.365
H (0.91, -3.82, 1.51)  0.336
H (2.98, -5.14, 1.30)  0.366
H (4.89, -4.25, -0.01)  0.362
H (4.66, -2.02, -1.13)  0.485
H (2.65, -0.74, -0.90)  -0.018
C (0.20, 1.95, -5.35)  -0.961
O (0.23, 0.91, -4.36)  0.191
C (0.43, 1.42, -3.06)  0.739
O (-0.30, 2.29, -2.62)  -0.701
H (-0.19, 1.49, -6.26)  0.220
H (1.20, 2.34, -5.54)  0.243
H (-0.48, 2.74, -5.03)  0.347
O (1.82, 1.43, -2.67)  -0.306
S (2.91, 0.39, -3.44)  1.249
O (4.02, 0.49, -2.50)  -0.696
O (2.27, -0.93, -3.46)  -0.553
O (3.16, 0.98, -4.73)  -0.714
Ge (-1.97, -0.93, -2.42)  0.350
C (-3.04, 0.36, -3.55)  0.242
C (-2.89, 0.41, -4.94)  -0.157
C (-3.60, 1.33, -5.72)  -0.588
C (-4.46, 2.24, -5.12)  -0.359
C (-4.61, 2.22, -3.74)  -0.581
C (-3.91, 1.29, -2.97)  -0.129
C (-2.68, -2.64, -3.23)  -0.210
C (-3.68, -3.40, -2.62)  -0.384
C (-4.14, -4.59, -3.17)  -0.456
C (-3.62, -5.06, -4.37)  -0.327
C (-2.63, -4.32, -5.01)  -0.653
C (-2.16, -3.14, -4.44)  -0.056
H (-2.99, -0.94, -1.19)  -0.249
H (-2.20, -0.27, -5.42)  0.233
H (-3.46, 1.34, -6.80)  0.338
H (-5.01, 2.95, -5.72)  0.348
H (-5.28, 2.93, -3.26)  0.336
H (-4.04, 1.29, -1.89)  0.219
H (-4.10, -3.04, -1.68)  0.184
H (-4.91, -5.16, -2.66)  0.347
H (-3.98, -5.99, -4.81)  0.325
H (-2.21, -4.68, -5.94)  0.349
H (-1.36, -2.60, -4.93)  0.303

E_HOMO = -0.91 eV
Energy = -195340.3574 eV
Frontier orbital gap = 0.1762 Eh
Energy relative to the best compared isomer or geometry (same formula, charge and spin) = 38.2 kcal per mole
Charge = -2